{
  "formula": "C40H108F3N8O15V",
  "method": "ωB97M-V/def2-TZVPD",
  "species": ["V", "C", "O", "O", "C", "F", "F", "F", "C", "C", "H", "H", "H", "H", "H", "H", "C", "C", "C", "O", "C", "N", "H", "H", "H", "H", "H", "H", "H", "H", "H", "H", "H", "C", "C", "C", "O", "C", "N", "H", "H", "H", "H", "H", "H", "H", "H", "H", "H", "H", "C", "C", "C", "O", "C", "N", "H", "H", "H", "H", "H", "H", "H", "H", "H", "H", "H", "C", "C", "C", "O", "C", "N", "H", "H", "H", "H", "H", "H", "H", "H", "H", "H", "H", "C", "C", "C", "O", "C", "N", "H", "H", "H", "H", "H", "H", "H", "H", "H", "H", "H", "C", "C", "C", "O", "C", "N", "H", "H", "H", "H", "H", "H", "H", "H", "H", "H", "H", "C", "C", "C", "O", "C", "N", "H", "H", "H", "H", "H", "H", "H", "H", "H", "H", "H", "C", "C", "C", "O", "C", "N", "H", "H", "H", "H", "H", "H", "H", "H", "H", "H", "H", "C", "C", "O", "O", "H", "H", "H", "H", "H", "H", "C", "C", "O", "O", "H", "H", "H", "H", "H", "H", "O", "H", "H"],
  "xyz": [[-4.53747, -0.00619, 0.27639], [-1.09189, -0.94390, -0.08211], [-0.20058, 0.14790, 0.02152], [-2.40316, -0.53098, -0.14642], [-0.53677, -2.12768, -0.95140], [0.03526, -1.70355, -2.04385], [0.30482, -2.90719, -0.24867], [-1.58878, -2.93289, -1.33595], [1.20195, -0.04592, 0.37967], [1.82130, 1.33642, 0.61646], [1.91010, 1.87683, -0.32597], [1.30910, 1.87501, 1.41375], [2.84754, 1.22715, 0.96716], [1.68911, -0.50650, -0.47977], [1.26469, -0.62911, 1.29840], [-0.95075, -1.31952, 0.93135], [1.24545, -0.82381, -4.86281], [1.48785, -1.66828, -6.16275], [1.00465, -3.07029, -6.09227], [1.22394, -3.69880, -7.40010], [0.05623, -3.95715, -8.19300], [1.00589, -0.90191, -7.24743], [1.76053, -1.24077, -3.99740], [0.22916, -0.53191, -4.59815], [1.57442, 0.19622, -5.06136], [2.56308, -1.70400, -6.33801], [-0.01055, -3.06109, -5.69558], [1.63139, -3.57160, -5.35470], [-0.46313, -4.79968, -7.73637], [0.23186, -4.24524, -9.22948], [-0.63737, -3.12611, -8.06490], [1.02342, -1.47954, -8.07576], [1.67444, -0.17449, -7.45721], [6.86883, -0.04282, 0.22215], [6.18230, 1.08722, 1.02566], [5.24033, 0.52657, 2.13879], [4.79011, 1.55767, 3.04583], [3.79331, 1.18276, 3.97022], [7.28556, 1.87516, 1.55623], [7.63712, -0.53040, 0.82224], [7.43548, 0.39141, -0.60154], [6.13844, -0.76652, -0.13963], [5.58265, 1.71811, 0.36952], [5.67853, -0.30570, 2.68963], [4.40210, -0.00752, 1.69132], [4.19008, 0.34082, 4.53751], [2.86702, 0.90893, 3.46515], [3.68116, 2.00747, 4.67404], [7.89558, 1.31879, 2.13798], [6.87527, 2.57981, 2.15225], [-4.43359, -5.81476, 1.70913], [-3.37562, -5.00520, 0.88920], [-2.36469, -5.84553, 0.02906], [-1.59199, -6.60337, 0.94875], [-0.59671, -7.45377, 0.29525], [-4.13712, -4.08217, 0.13685], [-5.23072, -6.20724, 1.07775], [-4.82549, -5.18520, 2.50799], [-3.98255, -6.65523, 2.23664], [-2.70634, -4.54219, 1.61430], [-1.72994, -5.25087, -0.62788], [-2.93073, -6.45938, -0.67158], [0.10035, -6.72147, -0.11209], [-1.07372, -8.03295, -0.49540], [-0.09910, -8.17034, 0.94872], [-3.46035, -3.55140, -0.39264], [-4.73167, -4.57962, -0.51055], [-8.83063, -0.22469, -1.23681], [-7.36127, -0.60021, -0.83300], [-6.59223, -1.08541, -2.01440], [-5.17829, -1.24637, -1.71981], [-4.53045, -1.55447, -2.90075], [-6.73444, 0.43127, -0.03808], [-8.79330, 0.67140, -1.85628], [-9.47733, -0.01045, -0.38594], [-9.20590, -1.13981, -1.69489], [-7.40353, -1.41409, -0.10919], [-6.77615, -0.35709, -2.80422], [-6.97990, -2.02529, -2.40742], [-3.56412, -1.97120, -2.61675], [-4.46269, -0.67850, -3.54587], [-5.09558, -2.35828, -3.37258], [-6.61295, 1.31145, -0.51831], [-7.45896, 0.70045, 0.61209], [-3.74211, -1.82243, 5.06944], [-2.99395, -0.56202, 5.24243], [-1.71106, -0.56976, 4.40772], [-0.89931, 0.61010, 4.64879], [0.34233, 0.66939, 3.89798], [-3.77913, 0.62432, 4.86712], [-4.59152, -1.96814, 5.73682], [-3.12956, -2.72368, 5.09462], [-4.20141, -1.89392, 4.08352], [-2.67863, -0.38288, 6.27034], [-1.89370, -0.64196, 3.33556], [-1.14863, -1.49703, 4.51707], [0.17969, 0.66763, 2.82018], [0.88315, -0.22319, 4.21248], [0.83772, 1.55455, 4.29697], [-4.25584, 0.48827, 3.98716], [-3.14653, 1.36020, 4.58714], [-0.84866, 4.22824, 3.40866], [0.46932, 4.97830, 3.50833], [0.58437, 6.47372, 3.87855], [-0.06888, 7.18763, 2.80049], [-0.13602, 8.56793, 3.04087], [1.24744, 4.23863, 4.49675], [-1.49236, 4.60567, 2.61412], [-1.51307, 4.06108, 4.25643], [-0.65169, 3.21381, 3.06192], [1.03904, 4.82211, 2.59229], [1.58074, 6.91022, 3.94793], [0.04075, 6.64401, 4.80784], [0.87032, 8.93655, 2.84212], [-0.36330, 8.79543, 4.08236], [-0.87880, 8.96136, 2.34690], [0.95237, 4.41661, 5.44613], [1.11763, 3.25993, 4.28374], [4.37405, -3.27614, 1.94925], [3.32286, -3.08281, 3.07698], [2.02665, -3.79455, 2.80130], [1.00954, -3.57322, 3.76774], [-0.23504, -4.16060, 3.57230], [3.88324, -3.63882, 4.30230], [4.50260, -4.34365, 1.77036], [5.36648, -2.86104, 2.12497], [4.13353, -2.77302, 1.01271], [3.05533, -2.02836, 3.14519], [2.17653, -4.87331, 2.75751], [1.59793, -3.30871, 1.92480], [-0.77041, -3.64376, 2.77583], [-0.87051, -4.11460, 4.45669], [-0.19835, -5.22023, 3.31944], [4.59520, -3.11772, 4.79390], [3.12029, -3.54646, 4.95765], [7.61809, 1.26551, -3.64114], [6.62958, 2.16557, -4.30706], [5.55938, 2.75574, -3.44844], [4.39712, 1.84320, -3.51694], [3.18925, 2.44425, -2.97496], [7.43128, 3.29639, -4.82417], [8.17464, 1.91308, -2.96363], [8.29122, 0.99599, -4.45500], [7.21398, 0.42079, -3.08326], [6.11327, 1.74881, -5.17183], [5.28509, 3.71203, -3.89385], [5.95004, 2.85243, -2.43546], [2.47026, 1.68880, -2.65804], [2.64001, 3.04825, -3.69720], [3.32349, 3.04697, -2.07674], [6.96638, 4.12177, -5.17448], [7.87077, 3.65985, -3.99061], [-4.42457, 2.45273, -2.52048], [-5.40989, 3.54769, -1.99921], [-6.65845, 2.94684, -1.61134], [-4.08659, 1.42529, -1.54525], [-3.48915, 2.99373, -2.66334], [-4.70653, 1.94708, -3.44401], [-5.63592, 4.37927, -2.66667], [-5.02276, 3.87211, -1.03330], [-7.30062, 3.32264, -2.21796], [-3.36032, 0.98404, -1.99184], [-1.09479, 3.69740, -0.13926], [0.14183, 4.53957, 0.12403], [0.79830, 4.96956, -1.03131], [-0.85401, 2.61289, -1.08271], [-1.76595, 4.41489, -0.61135], [-1.57117, 3.33833, 0.77302], [0.81808, 3.86076, 0.64363], [-0.07256, 5.38634, 0.77604], [1.65559, 5.35100, -0.82842], [-0.79597, 1.83830, -0.51858], [-1.84046, 0.55869, -3.29991], [-1.07858, 1.08995, -3.53130], [-1.47187, -0.22344, -2.88924]],
  "gap_ha": [0.2405, 0.2416],
  "max_force_ev_per_a": 3.97,
  "total_charge": 1,
  "e_lumo_ev": [-3.92, -3.89],
  "multiplicity": 4,
  "s_squared": 3.754,
  "homo_ev": [-10.5, -10.5]
}